C25H38NORe as an isolated structure in a non-equilibrium geometry. Source: the OMol25 dataset; level of theory: the ωB97M-V functional and the def2-TZVPD basis.

```
66
C25H38NORe (the ωB97M-V functional and the def2-TZVPD basis)
Re -0.110 -0.909 -0.724
O 0.745 0.708 2.559
N 0.370 0.410 4.759
C 0.354 2.782 -3.411
C -1.889 0.773 0.655
C -2.759 1.093 -1.643
C -1.004 -4.006 -0.339
C 0.545 3.772 -2.470
C 1.077 -2.625 1.733
C 2.285 -0.982 -2.984
C -0.309 -2.854 -3.267
C 0.082 -2.973 -0.678
C 1.864 -1.485 -0.476
C 1.039 1.010 3.754
C 0.404 -2.480 -1.997
C 1.536 -1.599 -1.864
C -1.872 -0.624 0.592
C 0.323 3.527 -1.149
C 0.694 0.564 6.171
C -0.031 1.137 -1.690
C -0.682 -0.513 4.385
C 2.109 2.026 4.024
C -0.281 2.218 -0.808
C -2.494 3.137 -0.232
C 0.997 -2.370 0.260
C 0.107 1.452 -3.034
C -1.928 1.729 -0.494
C 2.927 -0.650 0.130
H 0.841 4.782 -2.743
H 1.177 -1.654 2.263
H 3.033 1.711 3.546
H 0.404 4.191 -0.313
H -1.372 -3.079 -3.072
H 0.475 3.035 -4.484
H -1.176 -0.831 5.312
H -2.690 0.002 -1.741
H 0.092 -0.166 6.720
H 1.667 -0.883 -3.873
H 3.156 -1.587 -3.245
H 3.317 0.044 -0.597
H 2.517 -0.076 0.973
H 0.022 0.675 -3.810
H 2.295 2.167 5.101
H -1.407 -0.028 3.715
H -3.824 1.323 -1.486
H -1.612 -1.148 1.519
H 0.185 -3.145 2.102
H -2.648 -1.163 0.036
H -1.603 1.181 1.624
H -0.644 -5.016 -0.621
H 1.759 0.366 6.368
H -1.212 -3.970 0.747
H -3.569 3.097 -0.052
H 1.814 2.979 3.595
H -0.246 -2.013 -3.983
H -0.145 1.991 0.279
H 1.974 -3.227 1.970
H -1.921 -3.774 -0.913
H -2.332 3.721 -1.151
H 0.450 1.573 6.545
H 3.748 -1.258 0.517
H 0.164 -3.735 -3.726
H 2.645 0.004 -2.702
H -1.970 3.633 0.593
H -2.496 1.522 -2.622
H -0.270 -1.398 3.870
```

The value obtained for the max |F| is 0.13870 Eh/bohr. The net charge is +1. The calculation puts the HOMO-LUMO gap (spin up / spin down) at 5.79 / 6.84 eV. Its spin multiplicity is 4.

Which charges does Mulliken predict for the atoms? In e, they are:
1. Re 0.388
2. O -0.499
3. N 0.112
4. C -0.531
5. C -1.264
6. C -1.519
7. C -1.475
8. C -0.607
9. C -0.804
10. C -1.401
11. C -1.378
12. C 0.929
13. C 0.630
14. C 0.647
15. C 0.043
16. C 0.432
17. C -1.292
18. C -0.816
19. C -1.032
20. C -0.314
21. C -0.529
22. C -1.195
23. C 0.641
24. C -1.713
25. C 0.705
26. C -0.491
27. C 2.268
28. C -1.169
29. H 0.428
30. H -0.182
31. H 0.273
32. H 0.555
33. H 0.299
34. H 0.435
35. H 0.418
36. H 0.234
37. H 0.331
38. H 0.393
39. H 0.293
40. H 0.397
41. H 0.050
42. H 0.297
43. H 0.434
44. H 0.097
45. H 0.407
46. H 0.337
47. H 0.326
48. H 0.664
49. H 0.193
50. H 0.334
51. H 0.365
52. H 0.311
53. H 0.445
54. H 0.285
55. H 0.348
56. H 0.148
57. H 0.312
58. H 0.366
59. H 0.438
60. H 0.331
61. H 0.347
62. H 0.334
63. H 0.381
64. H 0.330
65. H 0.394
66. H 0.086

A 2-piece molecular cluster, CHF4N2O overall in a non-equilibrium geometry. Source: the OMol25 dataset; level of theory: the ωB97M-V functional and the def2-TZVPD basis.

```
9
CHF4N2O (the ωB97M-V functional and the def2-TZVPD basis)
F -1.656 -0.943 -0.280
F -2.268 1.075 -0.350
F -1.473 0.299 1.448
F 2.846 -0.223 0.058
O 0.299 1.690 -0.599
N 1.918 -0.965 -0.412
N 0.107 0.635 -0.292
C -1.420 0.203 0.184
H 1.647 -1.770 0.242
```

The value obtained for the max |F| is 0.06899 Eh/bohr. The net charge is +1. The calculation puts the HOMO-LUMO gap (spin up / spin down) at 8.91 / 7.01 eV. The energy above the lowest of the compared OMol25 structures with the same formula, charge and spin comes out at 4.731 eV.

Which charges does Mulliken predict for the atoms? In e, they are:
1. F -0.140
2. F -0.169
3. F -0.150
4. F 0.009
5. O -0.067
6. N -0.014
7. N 0.445
8. C 0.783
9. H 0.304

One molecule with the formula C15H23N3O4 in a non-equilibrium geometry. Source: the OMol25 dataset; level of theory: the ωB97M-V functional and the def2-TZVPD basis.

```
45
C15H23N3O4 (the ωB97M-V functional and the def2-TZVPD basis)
O 4.307 -0.758 0.754
O -4.568 1.755 -0.206
O 4.374 0.656 -1.220
O 0.332 -2.182 1.862
N 1.784 -1.001 0.808
N 0.814 4.485 0.102
N 0.737 -3.935 -0.474
C 0.630 3.401 1.159
C -3.239 0.294 1.063
C -2.551 -0.947 1.183
C -2.485 -1.048 -1.169
C 2.345 -0.542 -0.550
C 1.294 2.090 0.608
C 1.382 0.400 -1.335
C -1.365 -2.898 0.170
C 0.708 -1.859 0.763
C -2.101 -1.576 0.065
C 0.047 -2.741 -0.364
C 0.538 1.544 -0.659
C -3.707 0.748 -0.208
C -3.311 0.110 -1.305
C 3.757 -0.076 -0.515
H 2.337 2.470 0.303
H 0.174 5.277 0.484
H -0.471 3.162 1.123
H -0.014 2.227 -1.418
H -4.958 1.737 -1.096
H 1.798 4.882 0.259
H -2.531 -1.373 2.300
H 1.004 3.653 2.245
H 2.005 0.922 -2.105
H -3.749 0.338 -2.280
H -3.825 0.567 1.968
H -2.115 -1.509 -2.156
H 5.044 -0.230 1.108
H 0.620 -0.283 -1.828
H 2.407 -0.955 1.614
H -0.284 1.064 -0.112
H 2.553 -1.409 -1.147
H -1.849 -3.607 -0.359
H 1.658 -4.114 -0.150
H 1.235 1.498 1.476
H 0.285 -4.835 -0.684
H 0.229 -2.221 -1.255
H -1.276 -3.182 1.180
```

The SMILES is NCCCC[C@H](NC(=O)[C@@H](N)Cc1ccc(O)cc1)C(=O)O. The value obtained for the max |F| is 0.09227 Eh/bohr. The calculation puts the HOMO-LUMO gap at 9.14 eV. The energy above the lowest of the compared OMol25 structures with the same formula, charge and spin comes out at 5.382 eV.

Which charges does Mulliken predict for the atoms? In e, they are:
1. O -0.560
2. O -0.539
3. O -0.488
4. O -0.668
5. N -0.209
6. N -0.617
7. N -0.559
8. C -0.656
9. C -0.861
10. C 0.109
11. C 0.071
12. C 0.343
13. C -0.360
14. C -0.866
15. C -2.189
16. C -0.229
17. C 0.486
18. C 0.870
19. C 0.230
20. C 0.986
21. C -0.922
22. C -0.085
23. H 0.160
24. H 0.269
25. H 0.304
26. H 0.354
27. H 0.305
28. H 0.240
29. H 0.157
30. H 0.317
31. H 0.458
32. H 0.278
33. H 0.357
34. H 0.245
35. H 0.316
36. H 0.348
37. H 0.314
38. H -0.424
39. H 0.629
40. H 0.648
41. H 0.155
42. H 0.340
43. H 0.204
44. H 0.241
45. H 0.499

C17H19F6N5O3PtSb as an isolated structure in a non-equilibrium geometry. Source: the OMol25 dataset; level of theory: the ωB97M-V functional and the def2-TZVPD basis.

```
52
C17H19F6N5O3PtSb (the ωB97M-V functional and the def2-TZVPD basis)
Pt 0.256 -0.266 -0.251
Sb 4.721 0.392 -0.147
F 6.307 -0.538 0.301
F 4.171 -1.538 -0.608
F 4.204 0.346 1.832
F 5.106 0.562 -2.063
F 1.893 0.697 -0.752
F 5.745 2.011 0.138
O 1.443 -1.825 -1.448
O -1.640 -0.819 0.182
O -0.359 1.558 1.415
N -1.962 0.096 -1.905
N 0.536 1.230 3.493
N 0.891 -0.270 1.714
N 2.222 -2.125 1.941
N -0.648 -0.069 -1.997
C 1.691 -1.039 2.465
C -4.210 -0.125 0.966
C 0.327 0.880 2.184
C -3.815 -0.042 -0.369
C -4.744 0.298 -1.351
C -0.115 2.429 4.011
C -2.404 -0.262 -0.698
C 1.918 -1.389 -2.506
C -0.801 0.703 -4.313
C 1.878 -0.692 3.839
C -5.527 0.120 1.313
C 1.303 0.431 4.292
C 1.221 -0.450 -3.385
C -6.455 0.444 0.332
C -0.036 0.058 -3.199
C -6.061 0.534 -0.997
C 3.221 -1.923 -3.001
H 1.434 0.774 5.308
H -1.233 1.646 -3.980
H -3.468 -0.367 1.714
H -1.628 0.060 -4.618
H 0.512 2.874 4.779
H -5.828 0.064 2.351
H -0.256 3.125 3.191
H 2.530 -1.281 4.462
H 1.705 -0.236 -4.326
H 3.778 -2.348 -2.171
H 3.808 -1.127 -3.456
H 3.025 -2.694 -3.752
H -7.486 0.624 0.604
H -0.147 0.872 -5.164
H 3.006 -2.547 2.412
H -6.783 0.792 -1.760
H 2.269 -2.199 0.929
H -1.090 2.181 4.432
H -4.424 0.372 -2.381
```

The value obtained for the max |F| is 0.06072 Eh/bohr. The calculation puts the HOMO-LUMO gap (spin up / spin down) at 2.97 / 2.90 eV. Its spin multiplicity is 2. The energy above the lowest of the compared OMol25 structures with the same formula, charge and spin comes out at 4.953 eV.

Which charges does Mulliken predict for the atoms? In e, they are:
1. Pt 0.551
2. Sb 2.263
3. F -0.524
4. F -0.536
5. F -0.557
6. F -0.503
7. F -0.717
8. F -0.494
9. O -0.714
10. O -0.739
11. O -0.637
12. N -0.642
13. N 0.180
14. N -0.379
15. N -0.345
16. N 0.593
17. C 1.158
18. C -0.511
19. C 0.585
20. C 0.408
21. C -0.309
22. C -1.036
23. C 0.587
24. C 1.139
25. C -1.375
26. C -0.903
27. C -0.610
28. C -0.182
29. C -1.217
30. C -0.380
31. C 1.371
32. C -0.640
33. C -1.466
34. H 0.396
35. H 0.341
36. H 0.379
37. H 0.290
38. H 0.377
39. H 0.384
40. H 0.338
41. H 0.381
42. H 0.288
43. H 0.343
44. H 0.320
45. H 0.406
46. H 0.374
47. H 0.407
48. H 0.314
49. H 0.383
50. H 0.103
51. H 0.310
52. H 0.448

One molecule with the formula C3H6O2S in a non-equilibrium geometry. Source: the OMol25 dataset; level of theory: the ωB97M-V functional and the def2-TZVPD basis.

```
12
C3H6O2S (the ωB97M-V functional and the def2-TZVPD basis)
S -1.793 0.383 1.333
O 0.661 -2.074 -0.386
O -0.430 -0.715 -1.818
C -0.540 1.312 0.374
C 0.693 0.399 0.124
C 0.263 -0.790 -0.776
H -0.370 2.097 1.045
H -0.846 1.502 -0.638
H -1.068 -0.721 1.346
H 1.153 0.039 1.018
H 0.761 -2.536 -1.202
H 1.516 1.104 -0.420
```

The SMILES is O=C(O)CCS. The value obtained for the max |F| is 0.07977 Eh/bohr. The calculation puts the HOMO-LUMO gap at 9.86 eV. The energy above the lowest of the compared OMol25 structures with the same formula, charge and spin comes out at 0.991 eV.

Which charges does Mulliken predict for the atoms? In e, they are:
1. S -0.197
2. O -0.429
3. O -0.565
4. C -0.596
5. C -0.618
6. C 0.547
7. H 0.412
8. H 0.361
9. H 0.118
10. H 0.355
11. H 0.332
12. H 0.280

C31H46As3IrN4O as an isolated structure in a non-equilibrium geometry. Source: the OMol25 dataset; level of theory: the ωB97M-V functional and the def2-TZVPD basis.

```
86
C31H46As3IrN4O (the ωB97M-V functional and the def2-TZVPD basis)
Ir 0.103 0.857 -0.733
As 0.729 -5.127 2.494
As -1.297 -1.172 -1.030
As -0.848 0.103 2.028
O -1.963 1.436 -3.552
N 1.701 -0.289 -1.401
N 0.912 2.057 -2.114
N 1.946 1.626 0.807
N -1.111 2.567 -0.554
C 4.446 1.674 3.210
C -2.850 3.975 0.302
C 3.832 -1.646 -2.548
C 3.222 -2.129 -1.403
C 1.927 3.638 -4.085
C -3.036 1.690 -3.704
C 0.908 4.115 -3.271
C -3.224 -0.895 -1.096
C -1.347 4.823 -1.337
C -4.409 2.030 -3.923
C 1.415 -4.016 3.962
C 3.396 -0.442 -3.080
C -0.535 -1.802 2.373
C 1.896 1.573 -2.890
C 2.425 2.356 -3.903
C -1.340 -2.833 1.569
C 0.402 3.287 -2.282
C 3.946 2.649 2.139
C 2.830 2.093 1.374
C 2.164 -1.419 -0.864
C 1.946 -4.458 1.096
C -1.019 -4.259 2.088
C -2.172 2.772 0.238
C -2.618 0.429 2.810
C -2.422 5.030 -0.488
C -1.014 -2.000 -2.767
C 2.345 0.228 -2.481
C -0.715 3.589 -1.364
C -1.014 -2.784 0.067
C -2.849 -2.655 1.763
C 0.206 0.887 3.475
H -3.691 4.078 0.974
H 0.524 5.115 -3.415
H -3.391 -3.442 1.235
H -3.212 -1.697 1.394
H -0.993 5.625 -1.969
H -1.512 -4.971 1.419
H -1.619 -3.534 -0.453
H 2.269 -4.542 4.389
H 0.660 -3.932 4.743
H -3.116 -2.727 2.818
H -3.440 0.229 2.127
H 4.773 0.735 2.765
H 1.554 -4.673 0.101
H -0.700 -1.962 3.441
H 3.219 1.985 -4.535
H -0.465 1.211 4.268
H 3.548 -3.042 -0.924
H -2.737 -0.198 3.693
H 2.884 -5.002 1.207
H 2.335 4.269 -4.862
H 1.741 -3.023 3.656
H -3.761 -1.839 -1.016
H -4.960 1.111 -4.153
H 3.670 1.466 3.944
H 0.888 0.139 3.877
H -0.022 -2.451 -2.798
H 3.886 -0.022 -3.946
H 3.603 3.584 2.584
H -1.533 -4.382 3.047
H 0.026 -3.063 -0.103
H -2.657 1.472 3.124
H -2.913 5.992 -0.448
H -3.554 -0.226 -0.303
H 4.738 2.902 1.432
H 2.157 -3.393 1.212
H -4.811 2.497 -3.018
H 4.650 -2.183 -3.009
H 5.293 2.119 3.727
H 0.773 1.738 3.113
H -2.474 1.932 0.843
H -3.469 -0.456 -2.066
H -1.079 -1.249 -3.552
H 0.534 -1.944 2.195
H 1.664 -1.748 0.034
H -4.437 2.720 -4.776
H -1.755 -2.779 -2.946
```

The value obtained for the max |F| is 0.01999 Eh/bohr. The net charge is +3. The calculation puts the HOMO-LUMO gap (spin up / spin down) at 4.73 / 4.98 eV. Its spin multiplicity is 2. The energy above the lowest of the compared OMol25 structures with the same formula, charge and spin comes out at 2.723 eV.

Which charges does Mulliken predict for the atoms? In e, they are:
1. Ir 1.023
2. As 0.294
3. As 0.708
4. As 1.002
5. O 0.085
6. N 0.520
7. N 0.362
8. N -0.320
9. N 0.173
10. C -1.075
11. C -1.189
12. C -1.082
13. C -0.745
14. C -1.254
15. C 0.746
16. C -0.855
17. C -1.158
18. C -1.024
19. C -0.943
20. C -1.023
21. C -0.640
22. C -1.470
23. C 0.403
24. C -0.634
25. C 2.616
26. C 0.320
27. C -0.588
28. C 0.267
29. C 0.158
30. C -1.065
31. C -2.218
32. C 0.037
33. C -1.745
34. C -0.807
35. C -1.326
36. C 0.470
37. C 1.217
38. C -1.313
39. C -1.916
40. C -1.347
41. H 0.550
42. H 0.532
43. H 0.425
44. H 0.050
45. H 0.517
46. H 0.485
47. H 0.748
48. H 0.414
49. H 0.324
50. H 0.498
51. H 0.444
52. H 0.325
53. H 0.432
54. H 0.968
55. H 0.547
56. H 0.565
57. H 0.573
58. H 0.474
59. H 0.507
60. H 0.481
61. H 0.203
62. H 0.509
63. H 0.389
64. H 0.298
65. H 0.353
66. H 0.343
67. H 0.529
68. H 0.293
69. H 0.629
70. H -0.080
71. H 0.587
72. H 0.499
73. H 0.168
74. H 0.361
75. H 0.165
76. H 0.350
77. H 0.481
78. H 0.366
79. H 0.300
80. H 0.344
81. H 0.336
82. H 0.358
83. H -0.226
84. H 0.025
85. H 0.399
86. H 0.496